Entry from OMol25: a structure of composition C39H38AuN6OSTe (the ωB97M-V functional and the def2-TZVPD basis).

Atoms and positions in Å:
Au  -0.047  2.151  0.723
N  3.794  3.876  -0.798
C  2.534  3.546  -0.405
S  2.233  1.801  -0.201
N  1.657  4.466  -0.228
N  0.431  4.138  0.126
C  -0.599  4.972  0.055
C  -1.886  4.478  0.265
C  -3.048  5.265  0.057
C  -4.285  4.695  0.121
C  -4.393  3.318  0.404
C  -3.240  2.616  0.660
N  -2.029  3.155  0.613
H  4.492  3.160  -0.700
H  4.079  4.825  -0.617
H  -0.433  6.000  -0.237
H  -2.912  6.307  -0.189
H  -5.174  5.284  -0.044
H  -5.349  2.824  0.425
H  -3.268  1.565  0.922
N  1.403  2.925  8.052
C  1.200  2.799  6.930
C  0.946  2.653  5.547
C  -0.013  3.453  4.926
C  -0.265  3.297  3.575
C  0.435  2.357  2.843
C  1.411  1.585  3.446
C  1.667  1.723  4.800
H  -0.558  4.190  5.498
H  -1.010  3.917  3.097
H  1.986  0.874  2.871
H  2.424  1.115  5.281
C  4.879  -3.258  -4.933
C  3.886  -2.559  -4.056
C  4.159  -2.294  -2.725
C  3.250  -1.650  -1.890
C  3.651  -1.358  -0.482
C  2.006  -1.297  -2.411
Te  0.328  -0.251  -1.496
N  -0.419  0.075  0.391
C  0.120  -0.888  1.102
O  0.924  -1.663  0.523
C  -0.228  -1.043  2.520
C  0.516  -1.913  3.311
C  0.216  -2.051  4.653
C  -0.821  -1.319  5.207
C  -1.566  -0.454  4.424
C  -1.276  -0.320  3.081
C  -1.178  -1.776  -1.706
C  -1.002  -3.159  -1.632
C  0.331  -3.820  -1.492
C  -2.125  -3.976  -1.717
C  -3.402  -3.474  -1.888
C  -4.580  -4.391  -1.991
C  -3.556  -2.097  -1.971
C  -2.465  -1.248  -1.877
C  -2.678  0.235  -1.991
C  1.732  -1.496  -3.773
C  0.446  -1.052  -4.404
C  2.670  -2.133  -4.570
H  5.714  -3.635  -4.350
H  5.266  -2.576  -5.689
H  4.408  -4.092  -5.450
H  5.114  -2.595  -2.322
H  4.695  -1.608  -0.313
H  3.035  -1.921  0.213
H  3.505  -0.302  -0.262
H  1.328  -2.467  2.862
H  0.787  -2.731  5.268
H  -1.055  -1.421  6.255
H  -2.372  0.121  4.858
H  -1.844  0.354  2.458
H  0.910  -3.346  -0.706
H  0.888  -3.751  -2.425
H  0.202  -4.872  -1.245
H  -1.992  -5.046  -1.649
H  -4.251  -5.423  -2.072
H  -5.181  -4.141  -2.863
H  -5.211  -4.300  -1.108
H  -4.544  -1.681  -2.113
H  -3.738  0.475  -1.916
H  -2.313  0.604  -2.953
H  -2.149  0.760  -1.190
H  0.268  0.008  -4.216
H  -0.396  -1.615  -4.002
H  0.481  -1.203  -5.480
H  2.449  -2.299  -5.615

Summary:
ΔE to the lowest compared entry with this formula, charge and spin: 46.1 kcal/mol
Charge: 0
Multiplicity: 2
Highest occupied orbital energy (alpha / beta): -0.2457 / -0.2362 Ha
<S²>: 0.7684
HOMO-LUMO gap (alpha / beta): 5.700 / 5.471 eV